ORCA calculation (wB97M-V/def2-TZVPD) on the ion C6H10N4O2 with charge +2 in a non-equilibrium geometry.

Each line ends with the Mulliken charge.
Atoms and positions in Å:
C  0.094  0.801  -0.654  0.106
C  -0.489  0.157  0.376  0.137
C  1.466  1.399  -0.681  0.057
C  -2.040  -1.071  -1.045  -0.360
C  -2.148  0.389  -1.212  -0.165
C  1.852  0.034  1.351  -0.106
N  2.286  1.066  0.437  -0.053
N  -1.826  -0.223  0.080  -0.298
N  -0.825  1.084  -1.695  0.050
N  0.437  -0.060  1.635  -0.073
O  1.765  2.237  -1.486  -0.481
O  2.132  -1.230  0.984  -0.504
H  -3.070  -1.623  -0.982  0.282
H  -1.174  -1.644  -1.408  0.267
H  -2.943  1.091  -1.316  0.399
H  2.336  0.372  2.318  0.470
H  3.165  1.383  0.425  0.152
H  -0.934  2.034  -1.879  0.372
H  -0.665  0.484  -2.583  0.444
H  0.085  0.671  2.393  0.484
H  0.333  -1.031  1.987  0.452
H  3.035  -1.444  0.975  0.370

Calculated values
ΔE to the lowest compared entry with this formula, charge and spin = 167.6 kJ/mol
HOMO level = -0.67893 Ha
structure (SMILES) = O=C1N[C@H](O)[NH2+]C2=C1[NH2+][C@H]1CN21
E = -603.37507 Eh
net charge = +2
spin multiplicity = 1